Entry 1:
Molecular formula: C14H47NO13
Method: DFT, ωB97M-V/def2-TZVPD

Structure (XYZ):
```
75
Properties=species:S:1:pos:R:3
C -1.0961 -0.4703 -0.0758
O 0.0773 -0.4945 0.3158
O -2.0139 0.0276 0.5611
O -1.2859 -0.7610 -1.2472
C 4.6867 0.7918 -1.5459
C 3.9281 1.1373 -0.2766
C 4.6643 2.1690 0.5798
O 6.1347 1.9370 0.7740
C 6.8736 2.9553 1.4119
N 2.6039 1.5280 -0.6646
H 5.5881 0.2610 -1.2397
H 4.9494 1.6657 -2.1421
H 4.1357 0.1575 -2.2402
H 3.9483 0.2418 0.3446
H 4.1498 2.1835 1.5406
H 4.4243 3.1734 0.2312
H 7.9491 2.8088 1.3130
H 6.6031 3.0966 2.4583
H 6.6413 3.9343 0.9928
H 2.1331 1.6252 0.2236
H 2.2388 0.6711 -1.0553
C -5.0325 -0.0659 2.4875
O -4.5510 -0.9886 1.4792
H -6.1176 -0.1554 2.5386
H -4.5303 -0.3725 3.4051
H -4.8778 0.9827 2.2334
H -3.6871 -0.6306 1.2621
C -1.6228 -2.0567 3.2816
O -1.9810 -0.7278 3.4368
H -2.4167 -2.6827 3.6889
H -1.3653 -2.2872 2.2478
H -0.7032 -2.3063 3.8109
H -2.0374 -0.3000 2.5792
C 2.4262 -1.5813 2.3634
O 1.7806 -2.4082 1.4377
H 2.5410 -0.5800 1.9481
H 1.7817 -1.4409 3.2311
H 3.3962 -2.0335 2.5702
H 1.1831 -1.8250 0.9638
C -0.6113 -4.0565 -0.7207
O -1.9085 -3.4932 -0.8928
H -0.6308 -5.0088 -1.2506
H 0.1347 -3.4786 -1.2663
H -0.4485 -4.0544 0.3571
H -1.7420 -2.5480 -0.9130
C -4.5686 -2.0582 -1.9818
O -3.8624 -0.9940 -2.5490
H -5.5540 -1.9822 -2.4414
H -4.2445 -3.0731 -2.2119
H -4.6585 -1.8410 -0.9174
H -3.0890 -0.8242 -2.0063
C -0.7330 2.1193 -2.5737
O -1.2088 0.9911 -3.3280
H -1.2623 2.1323 -1.6210
H 0.3387 2.1332 -2.3755
H -0.9528 3.0422 -3.1104
H -1.2559 0.2448 -2.7261
C -4.3050 1.8927 -1.0501
O -3.3783 2.2871 0.0152
H -5.1301 2.5890 -1.1998
H -3.8000 1.7101 -1.9986
H -4.7854 0.9427 -0.8160
H -2.8165 1.5262 0.1793
C -0.0791 2.7523 1.4326
O 0.7132 1.6656 1.8880
H 0.3131 3.7215 1.7406
H -0.2028 2.6137 0.3586
H -1.0255 2.5487 1.9335
H 0.3922 0.8932 1.4167
C 1.5866 -1.6612 -3.0923
O 1.8325 -1.4821 -1.7313
H 2.3428 -2.2161 -3.6475
H 0.7400 -2.3394 -3.1995
H 1.2818 -0.7606 -3.6252
H 1.0578 -1.1139 -1.3002
```

Summary:
LUMO level ... 4.28 eV
Multiplicity ... 1
Energy relative to the best compared isomer or geometry (same formula, charge and spin) ... 186.96 kJ/mol
HOMO level ... -2.37 eV
Net charge ... -2

Löwdin population analysis, charges in e, atoms 1 to 4: -0.989 -0.051 -0.037 -0.053

---

Entry 2:
Molecular formula: C3H11NO4
Method: DFT, ωB97M-V/def2-TZVPD

Structure (XYZ):
```
19
Properties=species:S:1:pos:R:3
O 1.5141 -0.4023 -0.2184
C 0.4714 -0.5810 0.6586
C -0.7843 -0.2278 0.2261
N -1.0222 0.1938 -1.0965
C -2.2722 -0.4428 -1.6621
O -2.2498 -1.7537 -1.7210
H 0.7215 -0.9035 1.6915
H -0.1984 -3.1644 -1.8432
H -1.7129 -0.3161 0.8056
H -0.2209 -0.0397 -1.6671
H -2.4279 0.1314 -2.6657
H -3.0082 0.0324 -0.9460
H 0.0026 -3.9565 -2.0110
H 1.9764 0.3852 0.1890
H 2.8005 2.4445 0.3989
O 2.5786 1.6099 0.8536
H 1.1786 2.0298 3.4910
H 1.5908 1.6579 1.9770
O 0.9025 1.5275 2.7009
```

Summary:
LUMO level ... -4.77 eV
Multiplicity ... 1
Energy relative to the best compared isomer or geometry (same formula, charge and spin) ... 916.89 kJ/mol
HOMO level ... -9.49 eV

natural (NBO) population analysis, charges in e, atoms 1 to 4: -0.621 0.381 0.042 -0.352

---

Entry 3:
Molecular formula: C21H38AsN3O5SW
Method: DFT, ωB97M-V/def2-TZVPD

Structure (XYZ):
```
70
Properties=species:S:1:pos:R:3
W 0.3663 -0.6714 0.4946
C 1.0738 3.3104 -2.1850
N 1.0888 2.0104 -2.8655
C 1.5116 2.0519 -4.2670
C 0.8741 0.9025 -2.1972
O 0.6140 0.9092 -0.9628
C 0.9722 -0.4613 -2.8588
O 0.3228 -1.3960 -2.0142
C -0.9761 -1.8058 -2.4039
C -1.8963 -1.6730 -1.2040
O -1.5732 -0.7889 -0.3415
N -3.0202 -2.3410 -1.1600
C -4.0751 -1.9767 -0.2062
C -3.4165 -3.3418 -2.1576
H 0.4084 3.9799 -2.7268
H 2.0798 3.7294 -2.1867
H 0.7269 3.1891 -1.1662
H 1.0300 2.9004 -4.7472
H 1.2297 1.1522 -4.8036
H 2.5923 2.1813 -4.3259
H 2.0256 -0.7454 -2.9207
H 0.5574 -0.4860 -3.8641
H -0.9189 -2.7989 -2.8413
H -1.3911 -1.1266 -3.1578
H -3.7174 -1.2040 0.4642
H -4.3747 -2.8607 0.3533
H -4.9342 -1.6045 -0.7640
H -2.5580 -3.8871 -2.5341
H -3.9573 -2.8751 -2.9809
H -4.0770 -4.0514 -1.6663
C 2.8798 1.6268 1.1505
C 1.7074 1.6172 2.1409
C 1.0311 2.9784 2.2141
C 2.1890 1.1755 3.5141
O 0.6279 0.7029 1.7463
H 3.7001 0.9993 1.4938
H 3.2577 2.6437 1.0435
H 2.5845 1.2848 0.1629
H 1.7340 3.7244 2.5849
H 0.1757 2.9447 2.8885
H 0.6867 3.2904 1.2271
H 3.0459 1.7839 3.8060
H 2.5126 0.1333 3.4867
H 1.4215 1.3042 4.2777
C 0.7656 -2.9192 3.6669
As -0.4950 -1.8453 2.6714
C -1.9460 -3.1025 2.4692
C -1.1795 -0.5350 3.9502
C -1.5682 -1.1610 5.2568
C -2.8546 -1.6551 5.4550
C -3.2009 -2.2562 6.6565
C -2.2636 -2.3687 7.6733
C -0.9818 -1.8691 7.4883
C -0.6366 -1.2688 6.2868
H 0.2769 -3.1924 4.6015
H 1.6769 -2.3678 3.8915
H 0.9984 -3.8260 3.1115
H -2.1370 -3.5670 3.4355
H -1.6605 -3.8626 1.7431
H -2.8469 -2.5881 2.1464
H -2.0298 -0.0594 3.4574
H -0.4026 0.2168 4.0585
H -3.6005 -1.5485 4.6746
H -4.2070 -2.6253 6.8039
H -2.5348 -2.8313 8.6124
H -0.2530 -1.9377 8.2848
H 0.3624 -0.8667 6.1548
O 2.3633 -1.2903 1.0580
S 2.1230 -2.7525 0.6529
N 0.7062 -2.7661 0.1691
```

Summary:
LUMO level (alpha / beta) ... -6.33 / -6.91 eV
Multiplicity ... 3
Energy relative to the best compared isomer or geometry (same formula, charge and spin) ... 67.13 kJ/mol
HOMO level (alpha / beta) ... -13.30 / -13.35 eV
Net charge ... +2

natural (NBO) population analysis, charges in e, atoms 1 to 4: 1.727 -0.423 -0.333 -0.417